Entry from the Open Molecules 2025 dataset: the molecule C3H4OP2 (ωB97M-V/def2-TZVPD).

Computed properties:
Structure (SMILES): C=C(O)C=P#P
2S+1: 1
E_LUMO (alpha / beta) (hartree): -0.0532 / -0.0782
Orbital gap (alpha / beta) (eV): 6.815 / 6.019

Each line ends with the Mulliken charge.
Cartesian coordinates (Å):
H  0.39437  1.40524  -0.93899  0.12
H  1.06512  -2.00009  -0.95504  0.29
H  1.37129  0.08185  -1.75193  0.23
C  0.67115  0.36629  -0.98568  -1.08
H  -1.27035  -1.20225  1.27450  0.34
C  0.13750  -0.53353  -0.13808  1.05
C  -0.80857  -0.29591  0.90276  -0.40
P  -1.46755  1.13462  1.58692  -0.02
O  0.45467  -1.86263  -0.22071  -0.48
P  -0.54762  2.90641  1.22626  -0.05

Entry from the Open Molecules 2025 dataset: a cluster of 2 separate species, C3H4OS in total at a distorted geometry (ωB97M-V/def2-TZVPD).

Computed properties:
2S+1: 1
E_LUMO (alpha / beta) (hartree): -0.0019 / -0.0517
Orbital gap (alpha / beta) (eV): 8.869 / 7.599

Each line ends with the Mulliken charge.
Cartesian coordinates (Å):
H  -0.20430  0.61717  1.78863  0.35
H  -1.56899  1.71543  1.17280  0.33
C  -0.52819  1.48599  1.25480  -1.01
C  0.18709  -1.24968  -0.85451  -0.51
H  0.19759  2.17403  0.87009  0.35
O  0.99247  0.35019  -2.70394  -0.42
C  0.41311  -2.21406  -0.16912  0.23
S  -0.13834  0.16522  -1.78824  0.31
H  0.64957  -3.04429  0.42950  0.39

Entry from the Open Molecules 2025 dataset: a structure of composition C3H4OS at a distorted geometry (ωB97M-V/def2-TZVPD).

Computed properties:
2S+1: 1
E_LUMO (hartree): 0.0173
Orbital gap (eV): 9.420

Each line ends with the Mulliken charge.
Cartesian coordinates (Å):
O  -0.34058  0.33912  1.19772  -0.33
C  -1.57631  -0.44517  0.74454  -0.21
C  -1.18155  -0.23207  -0.63350  -0.36
S  1.59480  0.14638  -0.60083  -0.35
H  -0.94761  -1.15152  -1.23348  0.22
H  -1.88023  0.40002  -1.07060  0.24
H  -1.51915  -1.46493  1.05105  0.23
H  -2.47447  0.12473  1.17100  0.24
C  0.09607  0.18335  -0.09212  0.32

Listing energy above the lowest of the compared OMol25 structures with the same formula, charge and spin for the structures above in their given order: 47.29; 117.32; 34.10 kcal/mol.